DFT (wB97M-V/def2-TZVPD) results for a 14-piece molecular cluster, C83H63F3NO29S overall in a non-equilibrium geometry.

Atoms and positions in Å:
O1 -1.4844 1.3950 -0.9737
S1 -2.6823 0.6550 -0.7825
O2 -2.7508 -0.0323 0.4610
N1 -2.8155 -0.6047 -1.9998
C1 -3.0584 -0.1587 -3.4348
C2 -1.7905 0.3999 -4.0846
C3 -1.7796 1.9290 -4.2767
C4 -0.3651 2.4603 -4.4895
O3 0.1841 2.9560 -3.2563
C5 -4.1373 1.8163 -0.8394
F1 -5.2365 1.1980 -0.4674
F2 -3.8201 2.7181 0.0737
F3 -4.2860 2.4092 -2.0030
H1 -1.9038 -1.1088 -1.9825
H2 -3.5294 -1.2960 -1.7199
H3 -3.3611 -1.0626 -3.9631
H4 -3.9046 0.5268 -3.5062
H5 -1.7333 -0.0460 -5.0785
H6 -0.8887 0.0531 -3.5693
H7 -2.2155 2.4204 -3.4033
H8 -2.4255 2.1681 -5.1221
H9 -0.4159 3.3199 -5.1479
H10 0.2943 1.6944 -4.9069
H11 -0.1983 2.4341 -2.5436
C6 0.5236 -3.9066 -0.7371
C7 0.8806 -4.3840 0.4537
C8 1.0392 -3.4855 1.6305
O4 1.3486 -3.9165 2.7158
C9 0.7942 -2.0333 1.4272
C10 0.4517 -1.5682 0.2307
C11 0.2776 -2.4624 -0.9285
O5 -0.0842 -2.0123 -2.0109
H12 0.3938 -4.5405 -1.6055
H13 1.0639 -5.4372 0.6261
H14 0.9077 -1.3970 2.2953
H15 0.2665 -0.5182 0.0350
C12 -2.8163 -5.9663 -2.3106
C13 -2.3338 -7.0066 -1.6353
C14 -2.4123 -7.0656 -0.1515
O6 -1.9674 -8.0051 0.4645
C15 -3.0548 -5.9202 0.5473
C16 -3.5351 -4.8820 -0.1322
C17 -3.4499 -4.8276 -1.6099
O7 -3.8811 -3.8711 -2.2330
H16 -2.7681 -5.9004 -3.3901
H17 -1.8644 -7.8505 -2.1246
H18 -3.1054 -5.9838 1.6272
H19 -4.0060 -4.0379 0.3571
C18 -0.8424 -6.4020 7.8151
C19 0.1899 -5.6183 8.1162
C20 0.9700 -4.9444 7.0538
O8 1.9126 -4.2207 7.3033
C21 0.5690 -5.1761 5.6452
C22 -0.4612 -5.9591 5.3429
C23 -1.2505 -6.6316 6.4060
O9 -2.1918 -7.3450 6.1285
H20 -1.4266 -6.9051 8.5728
H21 0.5041 -5.4396 9.1360
H22 1.1605 -4.6769 4.8904
H23 -0.7716 -6.1448 4.3221
C24 -6.6008 3.0510 1.7636
C25 -6.3593 4.3407 1.9826
C26 -6.9868 5.0603 3.1226
O10 -6.7557 6.2335 3.3156
C27 -7.8895 4.2841 4.0042
C28 -8.1310 2.9942 3.7843
C29 -7.5058 2.2781 2.6514
O11 -7.7144 1.1010 2.4403
H24 -6.1300 2.5204 0.9551
H25 -5.6969 4.9265 1.3554
H26 -8.3303 4.8245 4.8305
H27 -8.7846 2.4089 4.4174
C30 4.4840 -3.0163 4.8384
C31 4.6258 -2.8242 6.1474
C32 5.8495 -2.1897 6.7010
O12 5.9844 -2.0105 7.8910
C33 6.9052 -1.7814 5.7367
C34 6.7586 -1.9751 4.4285
C35 5.5337 -2.6064 3.8766
O13 5.3950 -2.7758 2.6817
H28 3.5985 -3.4750 4.4145
H29 3.8601 -3.1151 6.8549
H30 7.7888 -1.3213 6.1607
H31 7.5137 -1.6844 3.7092
C36 4.7258 3.6572 -5.1818
C37 5.2218 4.8791 -4.9974
C38 4.8318 5.6978 -3.8178
O14 5.2751 6.8110 -3.6497
C39 3.8759 5.0972 -2.8512
C40 3.3888 3.8742 -3.0379
C41 3.7734 3.0632 -4.2166
O15 3.3177 1.9430 -4.3715
H32 4.9970 3.0430 -6.0318
H33 5.9273 5.3303 -5.6829
H34 3.6070 5.7087 -1.9993
H35 2.6915 3.4100 -2.3538
C42 0.5756 -10.1571 8.5035
C43 0.7623 -11.4711 8.4201
C44 0.9981 -12.2939 9.6346
O16 1.1699 -13.4897 9.5587
C45 1.0153 -11.5926 10.9438
C46 0.8283 -10.2781 11.0256
C47 0.5934 -9.4584 9.8123
O17 0.4204 -8.2588 9.8855
H36 0.4019 -9.5386 7.6316
H37 0.7523 -12.0019 7.4768
H38 1.1879 -12.2111 11.8152
H39 0.8375 -9.7467 11.9686
C48 6.7097 -2.7736 -4.6664
C49 7.4167 -1.6998 -5.0105
C50 6.8872 -0.3326 -4.7854
O18 7.5143 0.6567 -5.1065
C51 5.5516 -0.2039 -4.1597
C52 4.8435 -1.2760 -3.8198
C53 5.3652 -2.6459 -4.0447
O19 4.7203 -3.6242 -3.7322
H40 7.0715 -3.7819 -4.8215
H41 8.3958 -1.7693 -5.4673
H42 5.1891 0.7973 -4.0007
H43 3.8633 -1.2012 -3.3663
C54 10.2751 4.8318 -7.6018
C55 11.1597 4.1235 -8.2985
C56 11.0809 2.6411 -8.3634
O20 11.8869 1.9965 -8.9979
C57 9.9775 1.9821 -7.6211
C58 9.0935 2.6887 -6.9221
C59 9.1732 4.1687 -6.8616
O21 8.3605 4.8160 -6.2323
H44 10.3122 5.9121 -7.5412
H45 11.9711 4.5842 -8.8474
H46 9.9384 0.9018 -7.6813
H47 8.2850 2.2252 -6.3730
C60 -6.5260 3.9427 -3.4004
C61 -7.3455 4.9670 -3.1845
C62 -8.0664 5.6152 -4.3135
O22 -8.8115 6.5480 -4.1260
C63 -7.8324 5.0704 -5.6780
C64 -7.0108 4.0435 -5.8843
C65 -6.2974 3.4012 -4.7587
O23 -5.5462 2.4569 -4.9278
H48 -5.9985 3.4472 -2.6113
H49 -7.5273 5.3763 -2.1987
H50 -8.3672 5.5569 -6.4834
H51 -6.8278 3.6322 -6.8686
C66 0.7880 4.2800 -9.7724
C67 0.2842 4.1133 -8.5527
C68 -1.0287 3.4565 -8.3476
O24 -1.4878 3.3062 -7.2311
C69 -1.7615 2.9905 -9.5484
C70 -1.2603 3.1560 -10.7693
C71 0.0562 3.8136 -10.9789
O25 0.5142 3.9623 -12.0882
H52 1.7438 4.7570 -9.9472
H53 0.8006 4.4452 -7.6606
H54 -2.7179 2.5145 -9.3722
H55 -1.7773 2.8249 -11.6609
C72 -4.7445 5.3613 7.9327
C73 -3.7793 6.1715 8.3589
C74 -2.8621 6.8461 7.4039
O26 -1.9811 7.5799 7.7905
C75 -3.0679 6.5820 5.9571
C76 -4.0349 5.7731 5.5336
C77 -4.9471 5.0997 6.4870
O27 -5.8289 4.3543 6.1038
H56 -5.4227 4.8580 8.6100
H57 -3.6137 6.3773 9.4087
H58 -2.3889 7.0806 5.2780
H59 -4.2003 5.5684 4.4836
C78 -1.8499 1.2977 3.5457
C79 -1.6303 2.5977 3.7190
C80 -1.0554 3.1197 4.9851
O28 -0.8624 4.3052 5.1391
C81 -0.7328 2.1335 6.0472
C82 -0.9491 0.8316 5.8716
C83 -1.5235 0.3117 4.6064
O29 -1.7164 -0.8738 4.4347
H60 -2.2710 0.8969 2.6335
H61 -1.8584 3.3348 2.9585
H62 -0.3140 2.5351 6.9612
H63 -0.7188 0.0960 6.6318

Force components x, y, z for each atom (eV/Å):
-0.466 0.166 -1.432
2.166 -0.140 2.639
-1.054 -0.476 -0.408
-0.692 0.065 -0.727
0.249 -0.208 -0.964
-0.042 0.320 -0.247
-0.054 -0.542 0.051
-0.227 0.619 0.587
-0.120 -0.297 -0.118
-0.506 0.606 0.056
0.136 -0.436 -0.458
0.260 -0.144 -0.039
0.213 -0.367 -0.036
0.427 0.027 0.133
-0.010 0.063 0.154
-0.034 -0.161 0.311
0.043 0.051 0.354
0.058 -0.082 0.037
-0.099 -0.003 0.155
0.093 0.159 -0.049
0.060 0.080 -0.017
0.187 -0.089 -0.169
0.001 0.031 -0.121
0.187 0.026 0.085
0.051 -0.011 -0.095
-0.043 0.018 -0.016
0.021 0.031 0.004
0.006 -0.070 -0.024
0.007 -0.011 -0.019
-0.089 0.197 -0.068
0.079 -0.090 0.114
-0.604 0.054 0.083
0.036 0.018 -0.017
0.019 0.004 0.027
0.018 -0.029 0.016
0.068 0.023 0.080
-0.008 -0.025 -0.036
0.003 0.033 -0.030
-0.022 -0.037 0.003
0.046 0.032 0.005
-0.003 0.054 0.018
0.028 0.025 -0.003
-0.005 -0.052 0.048
0.179 0.405 0.068
-0.027 0.015 0.001
-0.001 -0.018 0.026
-0.003 -0.034 -0.002
-0.031 -0.009 -0.007
-0.004 0.112 -0.079
-0.027 0.046 0.011
0.009 0.015 -0.096
-0.013 0.011 0.140
-0.033 -0.061 -0.054
0.011 0.020 0.008
-0.037 -0.008 0.015
0.015 0.002 -0.004
0.012 -0.034 -0.007
0.033 -0.037 -0.003
-0.002 0.014 0.012
-0.014 -0.033 0.010
0.075 0.371 0.219
0.030 -0.067 -0.041
-0.010 0.040 0.076
0.035 -0.011 -0.014
-0.096 -0.078 -0.022
-0.028 0.069 -0.020
-0.049 -0.147 -0.042
0.045 0.007 -0.021
-0.205 -0.094 0.050
-0.015 0.038 0.028
0.031 0.021 0.007
0.011 -0.023 -0.007
-0.033 -0.009 0.027
-0.048 0.022 0.016
0.017 -0.015 -0.016
0.004 0.018 -0.017
0.011 0.005 -0.055
0.025 0.012 0.035
-0.008 -0.016 -0.003
-0.024 0.038 -0.020
0.008 -0.001 -0.013
0.036 -0.009 0.019
-0.010 -0.007 0.028
-0.012 -0.015 -0.021
0.000 0.010 -0.016
-0.033 -0.014 -0.039
0.003 0.003 0.005
-0.016 0.006 -0.014
0.012 -0.039 -0.015
-0.003 0.017 0.086
-0.144 0.003 0.039
0.024 0.121 -0.065
0.011 -0.014 0.013
0.058 -0.012 0.042
0.027 0.023 -0.009
-0.043 0.002 -0.047
0.002 -0.028 -0.020
-0.008 0.050 -0.023
0.005 -0.035 0.004
-0.001 0.008 -0.003
-0.005 0.047 0.023
0.011 -0.039 0.017
0.005 0.012 0.019
0.008 -0.063 0.058
-0.009 0.019 0.016
0.004 -0.031 0.017
0.003 -0.026 -0.019
-0.005 0.027 -0.015
0.022 0.035 -0.018
0.005 -0.032 -0.002
-0.047 0.039 0.006
0.020 -0.159 -0.001
0.059 -0.161 0.086
0.008 0.002 0.001
-0.007 -0.002 0.010
-0.010 -0.006 -0.005
-0.023 -0.011 0.014
0.004 0.020 0.008
-0.006 0.046 -0.030
-0.007 -0.011 -0.009
0.039 0.011 -0.009
-0.028 0.040 0.019
0.029 -0.029 -0.009
-0.009 0.009 0.000
-0.021 0.023 0.026
-0.041 0.031 -0.046
0.006 -0.002 -0.011
-0.042 0.003 -0.045
-0.020 -0.001 0.021
0.011 -0.030 -0.010
0.022 -0.001 -0.011
0.064 0.052 0.011
-0.273 0.198 -0.173
0.031 -0.023 -0.042
-0.010 0.040 -0.016
0.006 -0.015 -0.003
0.038 -0.051 -0.002
-0.011 0.017 -0.029
0.067 -0.072 -0.004
0.009 -0.023 0.040
-0.004 -0.010 0.189
-0.035 0.019 -0.020
-0.015 0.022 0.022
0.013 -0.011 0.008
0.005 0.002 0.053
0.026 0.010 -0.018
0.001 0.024 0.018
-0.053 -0.031 -0.119
-0.004 -0.011 -0.036
-0.037 -0.019 0.038
0.016 0.011 -0.028
-0.003 -0.007 0.004
-0.004 -0.002 -0.033
-0.022 -0.004 0.014
0.001 0.008 0.026
0.026 0.014 -0.021
0.016 0.021 0.036
-0.033 -0.045 0.003
0.024 0.016 0.014
-0.008 -0.004 -0.001
-0.044 -0.022 -0.069
0.020 0.017 0.015
-0.040 -0.018 0.021
0.101 0.023 -0.046
-0.019 -0.007 -0.025
0.024 0.022 -0.007
0.034 -0.004 0.032
-0.035 0.014 -0.001
-0.010 0.093 -0.025
-0.023 -0.050 -0.043
0.014 0.029 0.040
-0.008 0.003 -0.001
-0.002 -0.055 0.001
-0.004 0.043 0.024
0.001 -0.038 0.030
0.055 0.001 -0.048
-0.012 -0.061 0.030
0.016 0.033 0.028
0.002 0.027 -0.012
-0.010 -0.019 -0.015

calculated total energy = -6134.3744 hartree
Kohn-Sham gap = 6.7828 eV
net charge = +1